Entry 1:
This record from the Open Molecules 2025 dataset describes a molecular structure, C44H53IrN5. The level of theory is ωB97M-V/def2-TZVPD.

Structure (XYZ):
```
103
Properties=species:S:1:pos:R:3:forces:R:3
Ir -0.17814 -0.06940 -0.08677 0.3 0.0 0.3
C 4.48007 -2.88031 -3.13854 0.0 0.0 0.0
C 3.60237 -3.68684 -2.17751 0.0 0.0 0.0
C 2.26714 -3.05332 -1.94823 0.0 0.0 0.0
C 1.06993 -3.36783 -2.51116 0.0 0.0 0.0
C 0.76518 -4.42857 -3.52057 0.0 0.0 0.0
C 0.70189 -3.88012 -4.94879 0.0 0.0 0.0
C 0.10439 -2.42344 -1.99450 -0.1 -0.1 0.0
C -1.24050 -2.40164 -2.32202 0.1 0.0 0.0
C -2.16740 -1.45609 -1.92838 0.0 0.0 0.0
C -3.54539 -1.39775 -2.37666 0.0 0.0 0.0
C -4.16827 -2.36004 -3.33733 0.0 0.0 0.0
C -3.81232 -2.05125 -4.79448 0.0 0.0 0.0
C -4.09184 -0.29113 -1.81197 0.0 0.0 0.0
C -3.05060 0.32554 -1.01167 0.0 0.0 0.1
C -3.19923 1.48366 -0.27242 0.0 0.0 0.0
C -2.22406 2.11888 0.47620 0.0 0.0 0.1
N -0.95351 1.66664 0.65186 0.0 0.0 0.0
C -0.33664 2.52901 1.51045 0.0 0.1 -0.2
C 0.95024 2.38652 1.98995 0.1 0.0 0.0
C 1.85912 1.40556 1.63621 -0.1 0.0 0.1
N 1.61143 0.38455 0.76832 0.0 0.0 0.0
C 2.78546 -0.29358 0.61557 0.0 0.0 0.0
C 2.98138 -1.35119 -0.25171 0.0 0.0 0.0
C 2.03490 -1.92416 -1.07820 0.0 0.1 -0.1
N 0.71699 -1.55917 -1.13393 0.0 0.0 0.0
C 3.80932 0.29602 1.45183 0.0 0.0 0.0
C 3.23319 1.34861 2.08816 0.0 0.0 0.0
C 3.86509 2.33525 3.01820 0.0 0.0 0.0
C 4.26616 3.63600 2.31640 0.0 0.0 0.0
C 5.23294 -0.16073 1.50572 0.0 0.0 0.0
C 6.06141 0.34713 0.32192 0.0 0.0 0.0
C -1.24645 3.59711 1.86843 0.0 0.0 0.0
C -2.41658 3.34393 1.22643 0.0 0.0 0.0
C -3.67130 4.15746 1.21658 0.0 0.0 0.0
C -3.80750 5.01305 -0.04594 0.0 0.0 0.0
C -0.89141 4.75667 2.74350 0.0 0.0 0.0
C -0.09571 5.83268 1.99958 0.0 0.0 0.0
N -1.90528 -0.40326 -1.10506 0.0 0.0 -0.1
C -5.46814 0.26572 -1.99331 0.0 0.0 0.0
C -5.50839 1.42597 -2.99213 0.0 0.0 0.0
H 5.45066 -3.35772 -3.27984 0.0 0.0 0.0
H 4.64730 -1.87050 -2.76031 0.0 0.0 0.0
H 3.99875 -2.78916 -4.11335 0.0 0.0 0.0
H 4.12092 -3.81025 -1.22284 0.0 0.0 0.0
H 3.45960 -4.69405 -2.57357 0.0 0.0 0.0
H -0.18324 -4.91203 -3.27160 0.0 0.0 0.0
H 1.52425 -5.21096 -3.46349 0.0 0.0 0.0
H -0.05772 -3.10126 -5.03367 0.0 0.0 0.0
H 0.46396 -4.66914 -5.66340 0.0 0.0 0.0
H 1.65763 -3.43775 -5.23338 0.0 0.0 0.0
H -1.58996 -3.17742 -2.99137 0.0 0.0 0.0
H -5.25297 -2.33997 -3.21609 0.0 0.0 0.0
H -3.85699 -3.37876 -3.09129 0.0 0.0 0.0
H -4.16404 -1.05691 -5.07325 0.0 0.0 0.0
H -4.26443 -2.77646 -5.47250 0.0 0.0 0.0
H -2.73163 -2.07030 -4.94513 0.0 0.0 0.0
H -4.17535 1.95125 -0.29419 0.0 0.0 0.0
H 1.29293 3.13420 2.69402 0.0 0.0 0.0
H 3.97544 -1.77874 -0.28111 0.0 0.0 0.0
H 4.74702 1.88339 3.47613 0.0 0.0 0.0
H 3.17997 2.55685 3.84081 0.0 0.0 0.0
H 4.98875 3.43765 1.52353 0.0 0.0 0.0
H 4.71469 4.33977 3.01894 0.0 0.0 0.0
H 3.40056 4.11636 1.85730 0.0 0.0 0.0
H 5.26830 -1.25296 1.53765 0.0 0.0 0.0
H 5.68503 0.18140 2.43849 0.0 0.0 0.0
H 5.63764 0.01080 -0.62575 0.0 0.0 0.0
H 7.09100 -0.00859 0.38102 0.0 0.0 0.0
H 6.07750 1.43779 0.30408 0.0 0.0 0.0
H -3.69161 4.80137 2.09785 0.0 0.0 0.0
H -4.53839 3.49757 1.30692 0.0 0.0 0.0
H -2.97357 5.71144 -0.12873 0.0 0.0 0.0
H -4.73473 5.58749 -0.03405 0.0 0.0 0.0
H -3.80290 4.38975 -0.94167 0.0 0.0 0.0
H -0.31784 4.40590 3.60574 0.0 0.0 0.0
H -1.80521 5.19493 3.14942 0.0 0.0 0.0
H 0.82872 5.42133 1.59074 0.0 0.0 0.0
H 0.16161 6.66046 2.66186 0.0 0.0 0.0
H -0.67477 6.23001 1.16472 0.0 0.0 0.0
H -5.86113 0.59784 -1.02865 0.0 0.0 0.0
H -6.13573 -0.52845 -2.33287 0.0 0.0 0.0
H -4.85975 2.24238 -2.67043 0.0 0.0 0.0
H -6.52107 1.81692 -3.10011 0.0 0.0 0.0
H -5.16162 1.09995 -3.97371 0.0 0.0 0.0
C 0.54916 -3.58427 1.38825 -0.1 -0.1 0.0
C 0.31834 -2.74529 2.60770 0.0 -0.1 -0.1
C 0.74570 -3.22871 3.84131 0.0 0.0 0.0
C 0.50113 -2.54880 5.01864 0.0 0.0 0.0
C -0.22568 -1.36937 4.97222 0.0 0.0 0.0
C -0.68165 -0.85607 3.76945 0.1 0.0 0.0
C -1.52327 0.38696 3.76205 -0.1 -0.1 0.0
C -0.37987 -1.52573 2.55288 0.1 0.6 0.3
N -0.99358 -0.97820 1.43143 -0.3 -0.5 -0.3
H 1.06006 -4.50955 1.65532 0.0 0.0 0.0
H 1.15984 -3.06104 0.66683 0.1 0.0 -0.1
H -0.39268 -3.84040 0.89493 0.0 0.1 0.0
H 1.27537 -4.17444 3.86508 0.0 0.0 0.0
H 0.84536 -2.94704 5.96451 0.0 0.0 0.0
H -0.45928 -0.83713 5.88749 0.0 0.0 0.0
H -1.69443 0.73705 4.78067 0.0 0.0 0.0
H -2.48680 0.19170 3.28431 0.0 0.0 0.0
H -1.05529 1.18874 3.20003 0.0 0.0 0.1
```
Forces are in eV/Å.

Multiplicity: 2
Max |F|, eV/A: 0.7
Kohn-Sham gap (spin up / spin down), eV: 6.03 / 5.99



Entry 2:
This record from the Open Molecules 2025 dataset describes 21 unconnected molecules or ions with the total composition C28H94BF4N39O20. The level of theory is ωB97M-V/def2-TZVPD.

Structure (XYZ):
```
186
Properties=species:S:1:pos:R:3:forces:R:3
B 15.59009 15.65787 16.63070 0.0 -0.1 -1.0
F 14.69252 16.59498 16.04076 -0.2 -1.0 0.9
F 16.79017 16.33126 16.68756 1.3 0.6 -0.1
F 15.31460 15.22799 17.94186 -0.4 0.0 -0.3
F 15.68401 14.52432 15.77358 0.0 0.3 0.4
C 12.13706 9.33274 8.87151 0.5 0.2 0.6
C 13.60288 9.31601 9.38635 0.8 -0.4 -0.3
C 14.46199 8.40569 8.42910 -0.4 1.6 -0.6
C 15.92937 8.63658 8.67430 1.4 -1.8 1.1
C 16.28111 10.10277 8.62551 -1.3 -0.7 -1.2
C 15.48116 11.07854 9.50747 0.4 0.5 0.2
N 14.06809 10.74737 9.51878 -1.3 -1.6 -1.6
O 13.20368 11.38657 10.43702 1.0 0.1 -0.3
C 15.72217 12.42204 8.76839 0.2 0.7 0.2
C 16.04448 11.12622 10.97384 -0.3 -1.9 -1.3
C 13.61314 8.55953 10.73666 -0.2 -0.1 -0.4
H 11.73162 8.35293 8.62746 0.3 -0.5 0.2
H 12.01273 9.90140 7.95615 0.1 0.6 0.1
H 11.57620 9.72914 9.72151 -0.4 0.3 -0.5
H 14.24694 8.65567 7.37124 -0.1 0.0 0.3
H 14.15931 7.37078 8.57643 0.0 -0.1 0.1
H 16.60288 8.05929 7.96449 -0.9 0.7 0.5
H 16.18638 8.17050 9.65211 -0.1 0.4 -0.2
H 16.03635 10.28422 7.55651 0.2 0.8 0.4
H 17.33350 10.27825 8.74846 0.5 0.1 0.2
H 16.77133 12.44946 8.40385 -0.7 -0.1 -0.3
H 15.73453 13.26082 9.45079 -0.4 0.1 0.3
H 14.95825 12.68025 7.98147 0.9 -0.7 0.6
H 15.55718 11.87416 11.53229 -0.4 1.0 0.7
H 17.12081 11.12034 11.10141 0.4 0.5 -0.3
H 15.72038 10.16470 11.36911 0.0 -0.1 0.4
H 14.42948 7.83280 10.84431 -0.1 0.3 0.0
H 12.67035 8.03783 10.77557 -0.3 -0.6 0.3
H 13.61697 9.26103 11.54211 0.1 0.5 0.6
C 19.88807 19.94425 13.54560 -0.4 0.9 0.6
O 20.15700 19.15000 12.65593 -0.2 0.0 0.8
N 19.01416 19.62746 14.68214 1.7 0.9 -2.3
N 20.45376 21.22539 13.55476 -1.1 -0.5 0.9
H 18.27381 19.03532 14.36048 -0.4 -0.7 -0.3
H 18.56599 20.44686 15.06892 0.0 0.3 0.3
H 21.15671 21.48790 12.88371 -0.3 -0.4 -0.2
H 19.94446 22.00407 13.97785 0.3 -0.6 -0.1
C 19.65514 16.40588 10.42334 -0.2 0.5 0.2
O 19.56870 15.53688 9.54577 0.1 1.3 1.2
N 19.98272 16.10846 11.75801 -0.5 -0.4 -1.8
N 19.38154 17.80317 10.12710 0.3 -1.9 1.1
H 20.01990 15.11583 12.03352 0.2 0.6 -0.7
H 20.01161 16.76280 12.51083 -0.1 0.8 -0.2
H 19.63337 18.48284 10.85944 0.1 -0.4 -0.9
H 19.33166 18.03241 9.13639 0.2 -0.1 0.7
C 9.71621 17.70532 10.82149 -1.1 0.0 -0.8
O 8.91882 18.33308 10.10270 0.6 -1.3 0.6
N 9.65986 16.31076 10.95888 -0.6 1.8 -0.9
N 10.63727 18.45574 11.52321 0.2 -0.2 -0.4
H 10.24698 15.74367 11.51973 0.6 -0.1 0.5
H 9.04374 15.84083 10.30517 0.2 0.3 0.4
H 11.52078 18.02425 11.76249 0.0 0.1 0.1
H 10.70758 19.35610 11.03548 0.2 -0.6 0.6
C 17.45579 23.62215 13.39406 -0.9 -0.9 -2.6
O 17.84069 24.04276 12.25204 0.0 -0.4 3.7
N 16.32069 22.81154 13.40676 1.7 1.1 1.0
N 18.10900 23.82669 14.63150 0.1 0.2 -0.8
H 15.77392 22.68590 12.58412 0.2 0.1 -0.7
H 15.90833 22.44980 14.24210 0.0 0.0 0.5
H 18.98467 24.31756 14.64032 -0.1 0.2 -0.6
H 17.94581 23.39255 15.53425 -0.8 -0.5 -0.7
C 9.23096 18.39364 15.48981 -1.8 2.1 -0.8
O 9.82165 17.49822 14.93569 0.2 -0.2 -1.0
N 8.72581 19.53224 14.73576 2.1 -2.3 -0.1
N 8.97651 18.36380 16.82523 0.3 0.7 0.4
H 7.89522 20.03606 14.92725 -0.6 0.1 0.7
H 8.89542 19.37460 13.73830 -0.1 0.1 0.6
H 8.91816 19.27954 17.29138 0.1 -0.9 -0.2
H 9.52132 17.61239 17.27249 -0.4 0.4 0.3
C 14.50832 19.21045 13.81636 -0.9 -0.3 0.7
O 14.42459 20.42741 13.53434 0.4 -2.5 0.6
N 15.47331 18.31458 13.22498 -2.2 1.9 3.5
N 13.60866 18.63534 14.84957 1.6 0.7 -2.5
H 15.18131 17.35230 13.19421 0.1 0.2 -0.1
H 15.91072 18.65675 12.40600 0.0 0.3 -0.7
H 12.78233 19.17206 15.09377 0.6 0.0 -0.5
H 13.58978 17.64009 15.10376 0.3 0.9 -0.4
C 15.13345 15.82474 10.91242 -0.2 -0.2 0.8
O 14.99591 17.02786 11.20820 0.4 -2.4 -1.4
N 14.31343 15.15720 10.03137 -1.3 0.4 -0.5
N 16.10775 14.94524 11.49182 -0.5 1.5 -0.6
H 13.92919 14.22634 10.16834 1.0 -0.4 0.5
H 13.52374 15.66419 9.63601 0.7 0.6 0.3
H 16.75279 15.45945 12.10083 -0.3 -0.3 -0.4
H 16.61022 14.43405 10.76290 -0.1 0.0 0.4
C 18.22401 11.10089 15.17924 -0.8 1.2 -0.1
O 18.88467 10.20190 14.62424 -1.3 1.6 1.3
N 17.51414 12.10975 14.43728 1.8 -2.2 1.5
N 18.20126 11.25580 16.62936 -0.1 -0.2 -2.0
H 16.75293 12.65901 14.78716 -0.2 0.1 0.7
H 17.42769 11.88529 13.47111 0.1 -0.1 -0.6
H 17.54874 11.89433 17.11502 0.4 -0.9 -0.8
H 18.36722 10.35603 17.07098 -0.1 0.5 0.1
C 21.12895 19.00376 18.06124 -0.9 0.3 1.4
O 21.92258 19.67703 17.43458 1.0 -0.6 0.3
N 19.87307 18.80993 17.57715 0.7 -0.5 1.2
N 21.34371 18.45428 19.36355 0.9 0.7 -2.1
H 19.60665 19.44156 16.86380 -0.6 0.5 -0.6
H 19.21223 18.43778 18.22116 -0.7 -0.3 0.0
H 20.62443 18.24647 20.01654 -0.5 -0.3 0.0
H 22.30374 18.34514 19.62940 0.0 0.2 0.2
C 20.75230 15.65350 15.02242 -1.4 -1.5 -2.1
O 21.72455 15.02298 14.54246 -1.0 1.0 1.2
N 19.40086 15.18983 14.65533 3.7 0.9 0.6
N 20.93834 16.74087 15.84537 -2.6 -2.1 -1.3
H 19.34646 14.67365 13.75711 0.2 0.3 1.1
H 18.62070 15.71746 14.96694 -0.7 0.4 0.3
H 20.21272 17.44030 15.86953 0.2 0.1 0.3
H 21.87156 16.99365 15.91361 1.8 0.8 0.1
C 12.20281 20.19889 18.48507 -0.2 -1.0 1.5
O 11.74306 21.16421 17.92348 0.0 0.7 -1.0
N 12.45515 18.97450 17.75380 -0.8 1.4 0.8
N 12.43300 20.23351 19.87981 0.3 -1.5 -2.9
H 11.76595 18.97798 16.97605 1.0 -0.4 0.9
H 12.61401 18.06100 18.23029 -0.4 1.2 -0.2
H 12.47119 19.28735 20.20436 0.4 -0.4 1.3
H 12.42009 21.06796 20.42694 -0.3 0.1 -0.2
C 16.18522 21.04993 16.54219 0.0 -2.2 0.0
O 17.40806 21.15433 16.54545 0.8 0.3 0.1
N 15.59858 19.82571 16.74297 0.3 2.0 0.0
N 15.43778 22.17580 16.29870 0.1 0.5 0.9
H 16.21989 19.04975 16.67700 0.1 -0.6 0.0
H 14.60926 19.65856 16.84606 -0.1 -0.1 -0.3
H 15.74525 22.86819 16.98640 -0.4 0.1 -0.7
H 14.45094 22.04440 16.27668 -0.8 -0.1 0.1
C 16.22729 20.56258 9.56686 1.4 0.8 -0.9
O 15.58825 21.58464 9.37771 0.2 0.1 0.8
N 17.38710 20.49516 10.36785 -1.8 -0.5 -0.9
N 15.94886 19.49005 8.71308 0.0 -1.0 1.0
H 17.86398 19.61588 10.45780 0.1 0.0 0.0
H 17.81575 21.34320 10.69815 -0.3 0.0 0.1
H 15.02942 19.67002 8.30566 0.5 -0.4 0.2
H 16.09215 18.52633 9.06681 -0.2 0.9 -0.3
C 20.62643 12.44495 12.63320 -2.4 -2.5 0.0
O 19.87471 13.37533 12.34257 0.8 0.3 -0.1
N 20.24783 11.14067 12.03368 2.1 1.9 0.6
N 21.62326 12.49301 13.54196 -0.9 -0.4 -1.4
H 19.51676 11.31338 11.38283 -0.5 0.3 -0.4
H 19.99299 10.38689 12.64070 0.1 -0.1 0.8
H 21.69950 13.37484 14.04683 0.2 0.1 0.2
H 22.02010 11.61976 13.81618 0.3 -0.1 0.2
C 12.91571 11.86023 13.56266 1.6 0.2 -0.4
O 13.55941 11.83702 14.62297 -1.0 0.2 -0.3
N 13.20160 12.84213 12.56444 -0.3 -1.0 1.6
N 11.98597 10.85766 13.27795 0.7 1.7 -0.3
H 13.37722 12.40036 11.63774 -0.6 -0.6 -0.5
H 14.09911 13.22388 12.83301 0.0 0.4 0.4
H 12.12194 10.11889 13.95710 -0.2 -0.2 -0.7
H 11.94347 10.71646 12.26057 0.0 -0.5 0.5
C 14.83461 9.56754 18.62915 -2.0 -3.5 -0.7
O 15.71168 10.12533 19.22745 0.6 0.4 -0.8
N 14.95694 8.72775 17.42438 0.9 2.1 1.0
N 13.59058 9.33338 19.23313 0.5 0.5 0.0
H 14.14186 8.29798 16.97252 0.5 0.8 0.5
H 15.63808 9.13785 16.77999 -0.5 -0.4 0.1
H 13.60869 9.32905 20.25290 -0.4 0.2 -0.8
H 12.78916 9.01569 18.70198 0.4 0.0 0.4
C 14.16549 16.97745 20.23734 -1.6 0.7 -1.6
O 13.00766 17.45876 20.22182 0.5 -0.7 1.0
N 14.41996 15.67870 20.49796 -1.0 -0.2 0.8
N 15.17081 17.75777 19.81850 0.6 1.0 0.3
H 15.23857 15.29281 20.07377 0.2 -0.4 -0.2
H 13.55385 15.13340 20.47701 0.8 0.2 -0.1
H 16.06826 17.39220 19.54486 0.1 0.1 0.1
H 14.93036 18.74905 19.73574 0.4 -0.8 -0.2
C 11.48099 15.44204 17.48046 -1.8 1.3 -0.4
O 10.62796 15.88160 18.28311 1.0 -0.3 -0.9
N 12.27886 14.38573 17.74924 -0.4 0.0 1.5
N 11.68416 16.01096 16.22980 -0.1 -0.5 1.0
H 12.05571 13.92082 18.62887 0.3 0.1 -0.7
H 12.62888 13.86287 16.98377 0.5 -0.6 -0.4
H 10.90052 16.39711 15.69520 0.1 0.0 0.6
H 12.32590 15.48255 15.68755 0.6 -0.2 -0.7
C 19.24278 15.12729 18.75430 1.4 0.9 -1.1
O 18.70113 15.77811 19.62253 -0.6 0.2 0.9
N 18.51244 14.36609 17.85045 2.0 0.6 1.1
N 20.67695 15.32698 18.58517 -3.3 -1.5 0.8
H 18.94230 13.64482 17.33096 0.6 -0.5 -0.6
H 17.51703 14.33499 17.88682 -0.4 0.5 0.4
H 21.18447 15.74860 19.34861 -0.4 0.0 -0.4
H 21.09218 15.10807 17.72249 0.7 -0.1 -0.8
```
Forces are in eV/Å.

Charge: -2
Multiplicity: 1
Max |F|, eV/A: 4.5
Kohn-Sham gap, eV: 5.38
ΔE to the lowest compared entry with this formula, charge and spin, eV: 3.0706



Entry 3:
This record from the Open Molecules 2025 dataset describes 2 unconnected molecules or ions with the total composition C5H6BrN2. The level of theory is ωB97M-V/def2-TZVPD.

Structure (XYZ):
```
14
Properties=species:S:1:pos:R:3:forces:R:3
C -3.15610 -1.68558 0.21372 -0.5 -0.9 -0.1
C -0.20234 -0.45012 -0.58879 -3.9 -1.2 -0.6
C -2.52992 -0.46132 0.24470 2.4 1.3 -0.4
C 1.60821 0.61261 0.81172 2.2 -1.6 0.3
C 1.87650 0.64762 -0.65922 3.3 -3.3 -0.4
N -3.55193 -2.78453 0.33436 0.4 1.3 -0.2
N 0.52121 0.63215 -0.18580 -2.5 5.2 0.2
Br -3.17194 1.26830 0.02221 0.1 -1.4 0.0
H 0.28056 -1.32535 -0.26923 0.5 -1.5 0.5
H 1.69561 -0.39646 1.23619 -0.2 0.5 -0.1
H 2.00574 1.38275 1.50286 -1.3 0.1 -0.8
H 2.48472 1.36270 -1.17277 -1.0 1.5 -0.1
H 2.19574 -0.32984 -1.16892 -0.9 1.2 1.1
H -0.05607 1.52709 -0.32104 1.2 -1.2 0.4
```
Forces are in eV/Å.

Charge: +1
Multiplicity: 1
Max |F|, eV/A: 5.7
Kohn-Sham gap (spin up / spin down), eV: 6.71 / 7.50
ΔE to the lowest compared entry with this formula, charge and spin, eV: 10.4048